{"formula": "C2BrClFIO", "method": "ωB97M-V/def2-TZVPD", "orbital_gap_ev": 9.668, "charge": 0, "fmax_ev_per_a": 3.3, "lumo_ev": -0.64, "elements": ["C", "C", "O", "F", "Cl", "Br", "I"], "coordinates": [[0.043, 0.771, 0.689], [-0.202, -0.348, -0.576], [-0.606, 1.727, 0.933], [-1.244, 0.172, -1.330], [1.473, 0.405, 1.491], [1.434, -0.505, -1.484], [-0.897, -2.222, 0.277]], "forces_ev_per_a": [[-1.0, -0.6, -2.0], [-1.8, 1.9, 1.9], [-0.3, -0.7, -0.5], [1.5, -0.6, 0.5], [1.3, -0.4, 1.3], [0.1, -0.1, -1.0], [0.2, 0.5, -0.2]]}